This record from the Open Molecules 2025 dataset describes C22H35NO3P2PdS as an isolated structure. The level of theory is ωB97M-V with the def2-TZVPD basis set.

```
65
Properties=species:S:1:pos:R:3:forces:R:3:lowdin_charge:R:1
P -0.2582 1.4070 -5.3257 -0.97 2.40 0.21 0.836
P -1.4541 -1.5319 -3.6845 -2.11 1.58 -2.48 0.989
C -0.4407 -0.2666 -6.0408 0.41 0.11 -1.12 -0.334
C -1.6521 -1.0264 -5.4958 0.29 -0.54 0.11 -0.298
H 0.5132 -0.7592 -5.7931 -0.37 -0.22 -0.37 0.087
H -0.5175 -0.1143 -7.1272 0.06 -0.55 0.11 0.090
H -2.5899 -0.4492 -5.6196 0.42 -0.12 0.35 0.091
H -1.8070 -1.9444 -6.0866 0.07 0.15 0.23 0.088
C -0.3263 -2.9453 -3.7867 0.45 0.12 0.68 -0.220
H -0.4202 -3.5139 -2.8497 0.08 0.03 -0.18 0.052
H 0.7174 -2.6267 -3.9209 -0.18 -0.08 -0.02 0.048
H -0.6355 -3.5701 -4.6335 -0.01 0.19 0.11 0.073
C -3.0932 -2.2990 -3.5213 0.11 -0.35 0.57 -0.178
H -3.2527 -2.9669 -4.3789 0.16 0.14 0.23 0.065
H -3.9106 -1.5727 -3.4993 0.30 -0.05 0.03 0.053
H -3.1019 -2.8906 -2.6034 -0.22 -0.01 0.03 0.060
C 1.4032 1.9651 -5.8161 -0.22 -0.11 -0.23 -0.154
H 1.6579 2.9020 -5.2964 -0.04 -0.49 -0.24 0.067
H 1.3440 2.1593 -6.8965 0.31 -0.12 0.28 0.056
H 2.1330 1.1671 -5.5958 -0.18 0.45 -0.13 0.072
C -1.3806 2.2531 -6.5070 -0.21 0.14 -0.66 -0.193
H -2.3162 1.6923 -6.6733 0.37 0.29 0.05 0.050
H -0.8106 2.2720 -7.4518 -0.37 -0.03 0.10 0.050
H -1.5893 3.2837 -6.1881 -0.04 -0.52 -0.17 0.051
Pd 0.8715 -1.6729 -1.5552 -0.02 0.59 0.17 0.539
C -1.3922 0.2660 -3.0046 2.62 -2.15 1.99 -0.328
C -0.1193 0.7799 -3.7104 1.50 -1.40 1.61 -0.503
C 0.8015 1.6828 -2.8908 -0.08 -0.71 0.32 -0.222
C 0.0869 2.9932 -2.6553 -0.01 0.26 0.41 -0.180
C -0.8260 3.2650 -3.8449 4.04 -1.32 -1.92 -0.309
C -2.1939 3.2708 -3.7215 -2.71 1.31 0.45 -0.175
C -3.0952 2.1024 -3.7313 -0.48 -0.11 0.77 -0.205
C -2.6823 1.0000 -2.7598 -0.21 -0.15 0.12 -0.167
C 0.8654 -0.0611 -0.2023 0.58 0.81 -0.35 -0.199
H -0.9257 -0.0202 -2.0061 -0.85 0.48 -0.72 0.065
H 0.5430 -0.1361 -3.7388 -0.31 0.08 -0.23 0.082
H 1.7650 1.8191 -3.4130 -0.44 -0.16 0.16 0.106
H 1.0120 1.0797 -2.0011 0.12 0.73 -0.21 0.032
H -0.4813 2.9030 -1.7149 0.02 0.20 -0.25 0.114
H 0.8366 3.7810 -2.5020 -0.30 0.05 0.03 0.110
H -0.3446 3.8676 -4.6317 -0.36 0.83 0.72 0.080
H -2.6938 4.2009 -3.4353 -0.20 0.13 -0.39 0.097
H -3.2213 1.6898 -4.7348 -0.08 -0.10 -0.19 0.081
H -4.0778 2.4569 -3.3901 0.02 -0.24 -0.30 0.116
H -2.5560 1.4220 -1.7587 -0.20 0.14 -0.09 0.131
H -3.4842 0.2641 -2.6629 -0.06 0.08 0.04 0.097
H 0.0139 0.6123 -0.4056 0.39 -0.16 0.28 -0.012
H 1.8258 0.4381 -0.4581 -0.49 -0.12 0.34 0.006
H 0.8686 -0.2975 0.8787 0.00 -0.11 -0.82 0.008
O 2.9067 -2.2855 0.7350 -0.99 -0.79 0.78 0.030
C 1.7713 -2.6248 1.0674 -0.45 0.42 -1.18 -0.558
N 0.7251 -2.8046 0.1762 -1.36 0.35 -0.38 -0.218
S -0.8550 -2.5875 0.8194 3.41 -3.63 0.13 0.630
O -1.3714 -1.2684 0.8181 -0.77 1.08 -0.04 -0.319
O -1.7037 -3.6452 0.2712 0.56 1.02 0.48 -0.349
C -0.1474 -2.9690 2.4409 -1.27 0.26 0.60 -0.210
C -0.8875 -3.1987 3.5967 0.56 -0.21 -0.17 -0.045
C -0.1586 -3.4345 4.7677 0.56 0.16 0.15 -0.074
C 1.2551 -3.3247 4.7861 0.08 0.04 -0.34 -0.065
C 1.9746 -3.0237 3.6118 -0.65 0.05 -0.33 0.003
C 1.2376 -2.8848 2.4302 0.16 0.00 0.89 -0.147
H -1.9808 -3.2288 3.5451 0.46 -0.03 0.20 0.122
H -0.6836 -3.6844 5.6934 0.20 0.13 -0.29 0.102
H 1.8191 -3.4735 5.7175 -0.46 0.05 -0.39 0.104
H 3.0628 -2.8711 3.5190 -0.64 -0.27 0.45 0.128
```
Forces are in eV/Å.

Results
Multiplicity   3
HOMO energy (alpha / beta)   -5.7 / -6.6 eV
Molecular weight   562.0 g mol⁻¹
Energy above the lowest of the compared OMol25 structures with the same formula, charge and spin   67.5 kcal/mol
⟨S²⟩   2.0081
Gap between HOMO and LUMO (alpha / beta)   5.511 / 6.351 eV
LUMO (alpha / beta)   -0.23 / -0.25 eV

***

This record from the Open Molecules 2025 dataset describes C22H35NO3P2PtS as an isolated structure. The level of theory is ωB97M-V with the def2-TZVPD basis set.

```
65
Properties=species:S:1:pos:R:3:forces:R:3:lowdin_charge:R:1
P -0.4242 -1.7104 -4.6434 -0.47 0.88 -1.91 0.931
P 0.2557 1.8119 -4.8140 0.76 4.19 -2.68 1.049
C -0.6356 -0.5906 -6.0968 0.04 -0.78 -0.02 -0.290
C 0.4796 0.4627 -6.1342 -0.31 -1.11 1.29 -0.272
H -1.6561 -0.1622 -6.0982 0.50 -0.14 -0.04 0.102
H -0.5475 -1.2441 -6.9810 -0.13 0.24 0.14 0.115
H 1.4744 0.0226 -5.9703 -0.37 0.11 -0.06 0.081
H 0.5014 0.9428 -7.1205 -0.11 0.46 0.52 0.119
C -0.7818 2.8841 -5.9234 -0.56 0.27 -0.14 -0.182
H -1.3092 3.6727 -5.3766 0.09 -0.21 0.01 0.072
H -1.5299 2.3452 -6.5161 0.06 -0.09 0.29 0.065
H -0.1280 3.3832 -6.6511 -0.14 -0.23 0.26 0.064
C 1.8252 2.7021 -5.1569 0.50 -0.33 0.22 -0.176
H 1.8182 3.0811 -6.1835 -0.03 -0.19 0.20 0.066
H 2.6775 2.0307 -5.0655 0.14 0.02 0.13 0.060
H 1.9812 3.5491 -4.4862 -0.10 -0.13 0.00 0.076
C -1.5434 -3.1079 -4.7781 -0.18 0.21 0.13 -0.143
H -1.4111 -3.7380 -3.8867 -0.14 0.06 -0.27 0.079
H -1.2516 -3.6703 -5.6811 -0.17 0.17 0.36 0.087
H -2.5869 -2.7700 -4.8653 0.30 -0.20 0.07 0.083
C 1.2295 -2.4037 -4.8953 0.27 0.04 0.29 -0.163
H 2.0066 -1.6231 -4.8995 -0.30 -0.51 0.07 0.060
H 1.2479 -2.9023 -5.8820 -0.22 0.14 0.44 0.098
H 1.4321 -3.1391 -4.1027 0.10 0.17 -0.27 0.071
Pt 0.5779 -1.9834 -1.2767 -0.24 0.39 1.40 1.132
C -0.2299 2.6981 -3.1169 1.34 -1.29 0.83 -0.321
C -1.5563 2.3676 -2.7261 -1.43 1.28 0.16 -0.114
C -2.3239 1.3368 -3.3741 -0.76 -0.97 0.01 -0.189
C -1.9380 0.0270 -2.6540 -0.32 -0.37 -0.94 -0.135
C -0.6440 -0.6662 -3.1628 0.98 -1.99 2.05 -0.430
C 0.7760 -0.2141 -2.7672 0.25 -0.77 -0.99 -0.287
C 1.4480 0.9495 -2.1810 0.69 1.71 0.43 -0.234
C 0.6912 2.2680 -1.9699 0.89 -0.13 0.55 -0.152
C 0.9883 -3.5093 -0.0607 0.70 -1.60 0.55 -0.248
H -0.0993 3.7746 -3.2859 0.29 -0.21 -0.96 0.147
H -1.8599 2.7766 -1.7594 -0.17 -0.17 -0.33 0.151
H -2.0922 1.2311 -4.4525 -0.29 0.21 0.34 0.077
H -3.4079 1.5025 -3.2730 0.31 -0.14 -0.11 0.145
H -1.7478 0.2111 -1.5940 -0.13 -0.06 -0.07 0.109
H -2.7895 -0.6634 -2.7204 0.35 -0.16 -0.02 0.134
H -0.7950 -1.6607 -2.4791 -0.25 0.61 -0.63 0.043
H 1.5982 -0.8273 -3.1634 -0.68 0.02 -0.33 0.059
H 2.3657 1.1342 -2.7929 -0.50 -0.05 0.39 0.130
H 1.8310 0.6854 -1.1659 0.01 -0.01 -0.46 0.088
H 0.0927 2.1147 -1.0623 0.00 0.30 -0.20 0.118
H 1.4196 3.0630 -1.7290 -0.21 -0.42 -0.13 0.144
H 1.7379 -3.2047 0.7016 -0.34 0.06 -0.59 0.037
H 1.4042 -4.3206 -0.6876 -0.07 0.23 0.41 0.008
H 0.0720 -3.8872 0.4435 0.31 0.47 -0.46 0.034
O 2.9518 2.0499 1.8734 -0.47 -0.78 -0.13 -0.278
S 2.4531 0.7198 2.1111 -0.48 0.00 0.17 0.690
O 3.3476 -0.2789 2.6398 -0.82 0.54 -0.59 -0.264
N 1.6691 0.1322 0.7279 -0.73 -0.75 -0.97 -0.047
C 0.3778 -0.1025 0.8895 2.25 0.24 1.29 -0.488
O -0.4052 -0.6878 0.0375 0.12 0.32 -0.62 -0.164
C -0.1161 0.2365 2.2260 -0.47 -0.04 0.06 -0.164
C -1.4061 0.0334 2.7032 0.42 0.10 0.06 0.003
C -1.6714 0.4099 4.0168 0.31 0.12 0.05 -0.038
C -0.6493 0.9702 4.8034 -0.01 0.03 0.00 -0.029
C 0.6615 1.1195 4.3215 -0.07 -0.07 -0.29 -0.004
C 0.9070 0.7376 3.0089 -0.20 0.27 1.05 -0.204
H -2.1283 -0.4341 2.0393 -0.09 0.17 0.27 0.120
H -2.6658 0.2636 4.4319 0.23 0.09 -0.02 0.117
H -0.8807 1.2983 5.8190 0.10 -0.19 -0.31 0.121
H 1.4771 1.5154 4.9252 -0.35 -0.07 0.03 0.134
```
Forces are in eV/Å.

Results
Multiplicity   5
HOMO energy (alpha / beta)   -13.6 / -13.8 eV
Molecular weight   650.6 g mol⁻¹
Energy above the lowest of the compared OMol25 structures with the same formula, charge and spin   7.6 kcal/mol
⟨S²⟩   6.0143
Net charge   +2
Gap between HOMO and LUMO (alpha / beta)   6.187 / 5.097 eV
LUMO (alpha / beta)   -7.44 / -8.68 eV

***

This record from the Open Molecules 2025 dataset describes C22H36Br6F12FeO8 as an isolated structure. The level of theory is ωB97M-V with the def2-TZVPD basis set.

```
85
Properties=species:S:1:pos:R:3:forces:R:3:lowdin_charge:R:1
Fe 0.7135 0.1524 -0.7046 2.73 0.99 2.25 0.964
C 3.0138 -1.2519 -1.2147 1.49 1.18 -0.21 -0.437
O 1.7194 -1.5207 -1.7479 -1.29 -1.58 -0.19 -0.155
O 2.8001 -0.2487 -0.3592 0.12 -1.39 -0.91 -0.147
C 3.8382 -2.5494 -0.7622 0.07 0.04 2.64 -0.490
F 5.0945 -2.6305 -1.3160 -0.56 0.53 -0.58 0.070
F 4.0895 -2.5150 0.5594 -0.49 -0.25 -0.70 0.142
F 3.2739 -3.7421 -1.0617 -0.25 0.08 -0.01 0.104
C 1.4292 -2.3702 -2.8393 -1.10 0.35 -1.10 -0.240
C -0.0819 -2.4668 -3.0384 -0.30 0.45 -0.06 -0.065
H -0.2781 -2.8147 -4.0558 0.06 -0.38 0.08 0.074
H -0.6048 -3.0971 -2.3194 0.14 -0.04 0.06 0.075
H -0.5456 -1.4774 -3.0343 0.12 0.06 0.29 0.055
H 1.7866 -3.3992 -2.8143 0.60 0.26 0.50 0.113
H 1.7363 -1.8886 -3.7742 0.73 -0.03 0.08 0.119
H 3.7014 -1.0336 -2.0563 -0.33 0.74 -0.62 0.139
C -0.9096 1.5133 -2.4172 2.67 1.34 2.65 -0.401
O -1.1277 0.5311 -1.3950 -3.74 -1.00 -1.48 -0.205
O 0.4577 1.5796 -2.2577 -1.07 0.05 -2.19 -0.251
C -1.5706 1.3379 -3.8446 2.25 -1.47 -0.03 -0.521
F -2.1481 2.4780 -4.2434 -0.47 0.00 0.13 0.115
F -0.5928 1.0734 -4.7352 0.06 0.32 -0.20 0.121
F -2.4215 0.3023 -4.0136 -0.53 0.56 0.30 0.117
C -2.4686 0.0859 -1.1152 -0.11 -0.41 0.92 -0.215
C -2.2901 -1.0395 -0.1348 -0.92 -0.49 1.26 -0.076
H -3.2353 -1.5285 0.1226 -0.26 0.13 -0.37 0.050
H -1.6292 -1.8620 -0.4037 0.29 0.36 -0.35 0.070
H -1.9954 -0.6259 0.8312 0.51 -0.17 -0.30 0.059
H -3.0805 -0.2047 -1.9664 0.63 -0.11 -0.45 0.107
H -3.0480 0.8823 -0.6354 0.28 0.23 0.10 0.127
H -1.3178 2.4534 -2.0138 -0.68 0.12 -0.26 0.123
C 0.4152 1.5014 2.4933 3.26 -0.08 -2.11 -0.422
O 1.6993 1.5777 3.1548 -1.23 0.91 2.45 -0.081
O 0.8218 0.8665 1.3637 -2.50 -0.36 -0.82 -0.202
C -0.7031 0.8216 3.3329 0.95 -0.91 -1.82 -0.541
F -0.3427 -0.3876 3.7732 -0.17 0.46 0.46 0.159
F -1.1970 1.5459 4.3492 -0.05 0.06 0.26 0.122
F -1.7331 0.5930 2.4657 -0.53 0.35 0.53 0.077
C 1.7707 2.0143 4.5272 1.51 -1.07 -0.34 -0.272
C 3.2771 2.2687 4.7106 -0.51 0.38 1.47 -0.086
H 3.4268 2.7900 5.6674 -0.03 0.12 0.02 0.054
H 3.7982 1.3247 4.8563 0.11 -0.03 -0.67 0.074
H 3.7125 2.9108 3.9491 -0.08 -0.30 -0.29 0.069
H 1.5141 1.1994 5.2142 -0.10 -0.33 -0.18 0.107
H 1.1698 2.8359 4.9352 -0.21 0.52 -1.06 0.101
H 0.2065 2.5588 2.2528 -1.10 0.14 0.53 0.119
C 1.5971 -3.1649 3.1212 2.56 2.80 1.36 -0.500
O 2.6733 -4.1867 3.0906 -0.56 -1.95 -0.67 -0.112
O 2.2766 -2.0363 3.1362 -1.80 -0.74 -0.59 -0.163
C 0.5364 -3.3408 1.9523 2.08 1.19 -0.98 -0.498
F 0.8247 -4.3995 1.1610 -0.64 -0.33 -0.35 0.089
F -0.7293 -3.4572 2.3793 -0.44 -0.27 0.12 0.098
F 0.5528 -2.2806 1.0797 -0.29 -0.64 0.78 0.090
C 2.3430 -5.5660 3.1325 -0.17 0.16 -0.19 -0.326
C 3.4606 -6.4215 2.5138 -0.45 1.14 0.61 -0.087
H 3.7351 -6.0041 1.5457 0.03 -0.11 -0.04 0.068
H 4.2859 -6.2982 3.2169 0.37 -0.51 -0.33 0.063
H 3.0966 -7.4447 2.4191 0.33 -0.16 0.07 0.057
H 1.4215 -5.7913 2.5916 -0.09 0.04 0.19 0.092
H 2.2094 -5.9011 4.1709 -0.13 -0.01 0.17 0.098
H 1.0790 -3.2636 4.0951 -0.79 -0.91 0.06 0.118
Br -3.5442 5.8490 -4.1553 0.33 -0.23 0.03 0.609
C -2.6601 5.2456 -5.7926 0.11 1.15 -0.14 -0.665
C -3.1288 6.1594 -6.9189 -0.88 -0.35 -0.30 -0.650
Br -5.0753 5.8655 -7.2653 0.67 0.10 -0.17 0.522
H -2.8508 4.1813 -5.8728 -0.20 0.12 -0.34 0.044
H -1.5884 5.4204 -5.6927 -0.01 -0.08 0.35 0.031
H -2.6162 6.0401 -7.8723 -0.05 -0.58 0.07 0.055
H -3.0632 7.2240 -6.7132 0.04 -0.14 0.55 0.043
Br 0.6375 4.2019 -0.3636 0.39 0.22 -0.12 0.762
C 1.1672 5.4075 -1.7971 -1.20 -0.28 -0.80 -0.691
C -0.0682 5.5917 -2.6657 -0.37 0.56 0.12 -0.658
Br 0.3807 7.0715 -3.9719 -0.35 -0.73 0.23 0.521
H 1.8798 4.9548 -2.4825 0.49 -0.18 0.65 0.064
H 1.4991 6.3614 -1.4030 0.13 -0.15 0.16 0.040
H -0.9770 5.9210 -2.1662 0.33 0.40 0.25 0.026
H -0.3904 4.6901 -3.1841 0.57 0.05 -0.40 0.045
Br -5.3389 -1.3125 2.4523 0.23 -0.05 1.25 0.571
C -4.2420 -1.7196 4.0689 0.78 -0.70 -0.11 -0.632
C -3.3300 -2.8897 3.7436 -0.56 -0.08 -0.54 -0.666
Br -4.3594 -4.5909 3.5844 0.27 0.52 0.08 0.531
H -4.7528 -1.9818 4.9944 -0.92 0.33 -0.45 0.057
H -3.6158 -0.8550 4.2852 -0.09 0.16 -0.38 0.053
H -2.6026 -3.0909 4.5239 0.07 0.16 -0.06 0.064
H -2.8678 -2.7326 2.7740 0.24 -0.25 0.18 0.023
```
Forces are in eV/Å.

Results
Multiplicity   5
HOMO energy   -1.0 eV
Molecular weight   1191.8 g mol⁻¹
Energy above the lowest of the compared OMol25 structures with the same formula, charge and spin   67.6 kcal/mol
⟨S²⟩   6.0103
Net charge   -2
Gap between HOMO and LUMO   4.074 eV
LUMO   3.05 eV